Entry 1:
One molecule with the formula C5H9NO2, computed with ωB97M-V/def2-TZVPD.

Calculated values
charge = 0
energy = -10913.084 eV
ΔE to the lowest compared entry with this formula, charge and spin = 80.5 kcal per mole
structure (SMILES) = C[C@@H]1C(=O)N(O)[C@H]1C
HOMO-LUMO gap = 10.19 eV

Last column: Löwdin charge in e.
CARTESIAN COORDINATES (ANGSTROEM)
C 1.31368 -0.74218 -0.22290  -0.416
C -0.22431 -0.82728 -0.26585  -0.236
C -0.31000 0.61229 0.19506  -0.221
C -0.72459 -2.03926 0.48164  -0.055
C -1.00428 1.64848 -0.62353  -0.049
N 1.26350 0.59345 -0.01824  -0.029
O 2.19948 -1.57113 -0.46468  0.070
O 2.18100 1.38540 0.69190  0.031
H -0.47757 -0.89521 -1.36602  0.170
H -0.49688 0.82029 1.20717  0.128
H -1.64549 -2.36319 0.14804  0.030
H -0.86296 -1.82007 1.64815  0.126
H -0.06844 -2.96443 0.53141  0.102
H -0.60734 1.79036 -1.53690  0.037
H -0.89644 2.66380 -0.14420  0.096
H -2.11989 1.54746 -0.46617  0.111
H 2.48053 2.16122 0.20513  0.104

Atoms 1-2, force components in eV/Å:
1.718 -2.333 -1.468
0.667 -1.402 -1.889

Entry 2:
A 2-piece molecular cluster, CH6ClN4 overall, computed with ωB97M-V/def2-TZVPD.

Calculated values
charge = +1
energy = -19607.331 eV
ΔE to the lowest compared entry with this formula, charge and spin = 25.7 kcal per mole
HOMO-LUMO gap = 8.96 eV

Last column: Löwdin charge in e.
CARTESIAN COORDINATES (ANGSTROEM)
C -0.00909 1.13071 0.48035  -0.840
N 1.10424 1.60820 0.23432  0.167
N -0.02571 0.18793 -1.62048  0.130
N -0.67254 0.36394 -0.54248  -0.014
N -0.45117 -1.48845 0.50970  0.096
Cl -1.03337 1.32963 1.89457  0.737
H 1.66193 2.02184 1.02954  0.132
H -0.65377 -0.32628 -2.35932  0.224
H 0.96206 0.35710 -1.59820  0.122
H 0.43936 -1.83740 -0.06552  0.150
H -0.23953 -1.07464 1.40533  0.017
H -1.08242 -2.27258 0.63220  0.080

Atoms 1-2, force components in eV/Å:
-0.403 0.234 0.849
1.689 -0.099 1.121

Entry 3:
One molecule with the formula C5H8O2, computed with ωB97M-V/def2-TZVPD.

Calculated values
charge = 0
energy = -9408.841 eV
ΔE to the lowest compared entry with this formula, charge and spin = 22.9 kcal per mole
structure (SMILES) = C[C@@]1(O)CCC1=O
HOMO-LUMO gap = 10.26 eV

Last column: Löwdin charge in e.
CARTESIAN COORDINATES (ANGSTROEM)
C -1.62088 -0.52826 -0.13578  -0.005
C -0.39413 0.36598 -0.08095  -0.516
O -0.71990 1.73041 -0.24897  0.017
C 0.55708 0.16353 1.12505  -0.084
C 1.69982 -0.32542 0.19296  -0.059
C 0.77335 -0.06627 -0.99276  -0.330
O 0.88874 -0.10337 -2.18924  0.123
H -2.32474 -0.23505 0.65051  0.092
H -2.11937 -0.43426 -1.10766  0.090
H -1.35644 -1.58255 0.00468  0.093
H -1.00372 1.84429 -1.16697  0.109
H 0.76808 1.10773 1.63159  0.118
H 0.20645 -0.57353 1.85326  0.113
H 2.60685 0.28700 0.18218  0.120
H 1.99125 -1.37532 0.30081  0.119

Atoms 1-2, force components in eV/Å:
-0.047 -0.052 -0.031
-0.069 -0.191 0.116

Entry 4:
A 3-piece molecular cluster, C5H10OS overall, computed with ωB97M-V/def2-TZVPD.

Calculated values
charge = 0
energy = -18223.413 eV
ΔE to the lowest compared entry with this formula, charge and spin = 149.6 kcal per mole
HOMO-LUMO gap = 5.55 eV

Last column: Löwdin charge in e.
CARTESIAN COORDINATES (ANGSTROEM)
O -2.14827 -1.26661 -0.94842  0.167
C -1.13146 -1.67215 -0.65836  -0.085
C -0.06335 1.31543 -0.95167  -0.153
C -0.04488 1.63353 0.49313  -0.290
C -0.82136 1.04272 1.39238  -0.013
S 2.49171 -0.16664 0.21436  0.586
C 1.33693 -1.43450 -0.08928  -0.677
H -0.95664 -2.10492 0.38716  0.120
H -0.30898 0.25582 -1.03664  0.000
H 0.89738 1.52723 -1.40603  0.057
H -0.77414 1.97531 -1.46261  0.093
H 0.70057 2.28763 0.84662  0.075
H -0.88582 1.53188 2.36413  0.057
H -1.29256 0.08314 1.26742  0.032
H 1.78662 -2.30463 -0.51269  0.027
H 0.75017 -1.65735 0.82297  0.022
H 0.46408 -1.04589 -0.72245  -0.018

Atoms 1-2, force components in eV/Å:
-2.027 0.823 -1.831
1.559 -0.427 2.519

Please write out number 4 again, unchanged.
A 3-piece molecular cluster, C5H10OS overall, computed with ωB97M-V/def2-TZVPD.

Calculated values
charge = 0
energy = -18223.413 eV
ΔE to the lowest compared entry with this formula, charge and spin = 149.6 kcal per mole
HOMO-LUMO gap = 5.55 eV

Last column: Löwdin charge in e.
CARTESIAN COORDINATES (ANGSTROEM)
O -2.14827 -1.26661 -0.94842  0.167
C -1.13146 -1.67215 -0.65836  -0.085
C -0.06335 1.31543 -0.95167  -0.153
C -0.04488 1.63353 0.49313  -0.290
C -0.82136 1.04272 1.39238  -0.013
S 2.49171 -0.16664 0.21436  0.586
C 1.33693 -1.43450 -0.08928  -0.677
H -0.95664 -2.10492 0.38716  0.120
H -0.30898 0.25582 -1.03664  0.000
H 0.89738 1.52723 -1.40603  0.057
H -0.77414 1.97531 -1.46261  0.093
H 0.70057 2.28763 0.84662  0.075
H -0.88582 1.53188 2.36413  0.057
H -1.29256 0.08314 1.26742  0.032
H 1.78662 -2.30463 -0.51269  0.027
H 0.75017 -1.65735 0.82297  0.022
H 0.46408 -1.04589 -0.72245  -0.018

Atoms 1-2, force components in eV/Å:
-2.027 0.823 -1.831
1.559 -0.427 2.519

What did the third record say?
One molecule with the formula C5H8O2, computed with ωB97M-V/def2-TZVPD.

Calculated values
charge = 0
energy = -9408.841 eV
ΔE to the lowest compared entry with this formula, charge and spin = 22.9 kcal per mole
structure (SMILES) = C[C@@]1(O)CCC1=O
HOMO-LUMO gap = 10.26 eV

Last column: Löwdin charge in e.
CARTESIAN COORDINATES (ANGSTROEM)
C -1.62088 -0.52826 -0.13578  -0.005
C -0.39413 0.36598 -0.08095  -0.516
O -0.71990 1.73041 -0.24897  0.017
C 0.55708 0.16353 1.12505  -0.084
C 1.69982 -0.32542 0.19296  -0.059
C 0.77335 -0.06627 -0.99276  -0.330
O 0.88874 -0.10337 -2.18924  0.123
H -2.32474 -0.23505 0.65051  0.092
H -2.11937 -0.43426 -1.10766  0.090
H -1.35644 -1.58255 0.00468  0.093
H -1.00372 1.84429 -1.16697  0.109
H 0.76808 1.10773 1.63159  0.118
H 0.20645 -0.57353 1.85326  0.113
H 2.60685 0.28700 0.18218  0.120
H 1.99125 -1.37532 0.30081  0.119

Atoms 1-2, force components in eV/Å:
-0.047 -0.052 -0.031
-0.069 -0.191 0.116